Record 1
Entry from OMol25: C50H38Cl2FGaNO7S2 as an isolated structure (ωB97M-V/def2-TZVPD).

Properties
orbital gap = 0.288 Eh
energy above the lowest of the compared OMol25 structures with the same formula, charge and spin = 9.4 kJ/mol
charge = +1
electronic energy = -170097.5364 eV

Each line ends with the Löwdin charge.
Element x y z (Å)
Ga: 0.7335 -1.9287 -0.5670  0.25
C: 5.0315 -2.0412 5.3568  -0.04
C: 5.4877 -1.0832 4.2702  -0.28
C: 5.8784 0.2694 4.8408  -0.14
C: 6.4364 1.1599 3.7462  -0.12
C: 5.4615 1.2610 2.6057  -0.12
C: 5.4708 2.3464 1.7628  0.07
C: 4.5628 2.4357 0.7082  -0.25
F: 4.6157 3.5190 -0.0766  0.09
C: 3.6296 1.4718 0.4722  0.08
C: 3.5876 0.3638 1.3326  -0.03
C: 2.5885 -0.6602 1.1137  -0.23
O: 1.7755 -0.4946 0.1352  0.00
C: 2.5697 -1.7468 1.9962  0.00
C: 3.5105 -1.7938 3.0065  0.06
N: 4.4440 -0.8764 3.2163  0.06
C: 4.5034 0.2482 2.3884  -0.05
C: 1.5826 -2.8907 1.9756  -0.54
O: 1.5043 -3.6125 2.9410  0.11
O: 0.8511 -3.0494 0.8998  -0.04
H: 5.7800 -2.0317 6.1477  0.09
H: 4.9433 -3.0704 5.0138  0.09
H: 4.0799 -1.7267 5.7885  0.10
H: 6.3544 -1.5071 3.7538  0.16
H: 6.6213 0.1122 5.6219  0.13
H: 5.0029 0.7305 5.3077  0.14
H: 7.3788 0.7400 3.3816  0.14
H: 6.6626 2.1565 4.1246  0.13
H: 6.1850 3.1471 1.9083  0.14
H: 2.9322 1.5479 -0.3501  0.15
H: 3.4737 -2.6422 3.6719  0.13
C: -6.8534 -0.6021 2.7130  -0.03
C: -5.4104 -0.5677 2.2982  -0.25
C: -4.3911 -0.6230 3.2423  -0.02
C: -3.0599 -0.5779 2.8542  -0.06
C: -2.7580 -0.4593 1.5054  -0.36
C: -3.7566 -0.4295 0.5367  -0.04
C: -5.0726 -0.4832 0.9442  -0.01
S: -1.0488 -0.3869 1.1046  1.19
O: -0.9989 -1.2348 -0.2216  -0.42
C: -0.6008 1.2732 0.6736  -0.31
C: 0.2668 1.8169 1.6541  -0.08
C: 0.8595 3.0222 1.4467  -0.02
C: 0.6753 3.7043 0.2203  -0.15
C: 1.3565 4.9142 -0.0544  -0.02
C: 1.1799 5.5525 -1.2459  -0.05
C: 0.3099 5.0143 -2.2197  -0.04
C: -0.3672 3.8552 -1.9818  0.01
C: -0.1982 3.1609 -0.7551  -0.09
C: -0.8861 1.9353 -0.4957  -0.13
C: -1.9943 1.5670 -1.4293  -0.16
C: -3.2510 2.2150 -1.1991  -0.12
C: -3.4862 3.0332 -0.0642  0.00
C: -4.7117 3.5969 0.1454  -0.06
C: -5.7661 3.3819 -0.7676  -0.06
C: -5.5657 2.6075 -1.8729  -0.02
C: -4.3069 2.0057 -2.1155  -0.15
C: -4.0830 1.2031 -3.2636  0.00
C: -2.8831 0.5971 -3.4682  -0.04
C: -1.8391 0.7596 -2.5260  -0.28
S: -0.2237 -0.0055 -2.7912  0.99
O: 0.5128 0.7982 -3.7916  -0.44
C: -0.7844 -1.5072 -3.5937  -0.39
C: -1.8285 -2.2790 -3.0907  -0.11
C: -2.1582 -3.4649 -3.7231  -0.06
C: -1.4433 -3.9112 -4.8340  -0.27
C: -1.7766 -5.2270 -5.4794  -0.04
C: -0.3947 -3.1288 -5.3066  -0.01
C: -0.0601 -1.9280 -4.6959  -0.05
H: -6.9587 -0.8524 3.7666  0.08
H: -7.4101 -1.3328 2.1263  0.09
H: -7.3180 0.3717 2.5476  0.09
H: -4.6371 -0.7166 4.2921  0.12
H: -2.2686 -0.6407 3.5907  0.12
H: -3.5032 -0.3893 -0.5130  0.10
H: -5.8595 -0.4610 0.1997  0.13
H: 0.4610 1.2549 2.5604  0.11
H: 1.5121 3.4500 2.1977  0.13
H: 2.0264 5.3165 0.6954  0.12
H: 1.7096 6.4726 -1.4532  0.11
H: 0.1883 5.5228 -3.1664  0.11
H: -1.0141 3.4421 -2.7432  0.12
H: -2.6888 3.2093 0.6459  0.12
H: -4.8764 4.2174 1.0164  0.11
H: -6.7303 3.8400 -0.5917  0.11
H: -6.3654 2.4438 -2.5848  0.12
H: -4.8859 1.0807 -3.9802  0.12
H: -2.7149 -0.0108 -4.3462  0.12
H: -2.3970 -1.9483 -2.2305  0.10
H: -2.9827 -4.0584 -3.3455  0.12
H: -2.8469 -5.4266 -5.4409  0.08
H: -1.2707 -6.0431 -4.9584  0.09
H: -1.4582 -5.2503 -6.5203  0.08
H: 0.1709 -3.4588 -6.1695  0.12
H: 0.7529 -1.3156 -5.0647  0.12
Cl: 0.2341 -4.7198 -1.6612  0.74
C: 1.9671 -4.6220 -2.0599  -0.93
Cl: 2.9892 -4.9536 -0.6493  0.69
C: 2.3147 -3.2421 -2.6183  -0.68
O: 3.0092 -3.1679 -3.5907  0.14
O: 1.8344 -2.1922 -1.9836  -0.03
H: 2.1753 -5.3713 -2.8132  0.08

***

Record 2
Entry from OMol25: an isolated molecule of C3H7N3O (ωB97M-V/def2-TZVPD).

Properties
orbital gap = 0.386 Eh
energy above the lowest of the compared OMol25 structures with the same formula, charge and spin = 390.5 kJ/mol
electronic energy = -9738.9864 eV

Each line ends with the natural charge from an NBO analysis.
Element x y z (Å)
C: -1.6122 1.0882 0.6619  -0.41
N: -0.6754 0.0421 1.0249  -0.62
C: 0.3557 -0.2386 0.1522  0.61
O: 1.3173 0.7904 -0.1991  -0.52
N: 1.4542 -1.1848 0.4511  -0.59
C: 1.6986 -0.4596 -0.8256  0.31
N: 0.3279 -0.7469 -1.2996  -0.66
H: -1.0504 2.0105 0.4918  0.22
H: -2.2828 1.2543 1.5091  0.21
H: -2.2119 0.8574 -0.2309  0.18
H: -1.0935 -0.7994 1.3960  0.39
H: 1.1329 -2.1253 0.2009  0.35
H: 2.6111 -0.5054 -1.4180  0.20
H: 0.0285 0.0171 -1.9146  0.35

***

Record 3
Entry from OMol25: a 5-piece molecular cluster, C14H19Cl4F9O6 overall (ωB97M-V/def2-TZVPD).

Properties
orbital gap = 0.415 Eh
electronic energy = -101658.6796 eV

Each line ends with the natural charge from an NBO analysis.
Element x y z (Å)
C: -0.7546 1.5056 5.5035  -0.65
C: -0.1431 2.6266 4.6855  -0.08
O: 0.5049 2.0171 3.5438  -0.47
C: 1.7725 1.8219 3.6620  0.69
O: 2.4007 1.9170 4.6942  -0.55
C: 2.4061 1.4735 2.2878  0.91
F: 1.9023 0.2892 1.8016  -0.33
F: 2.1639 2.4470 1.3772  -0.32
F: 3.6954 1.3012 2.3988  -0.28
H: -0.0148 0.7003 5.7024  0.23
H: -1.5244 0.9177 4.9768  0.23
H: -1.0540 1.8532 6.5084  0.23
H: 0.5862 3.1425 5.2411  0.21
H: -0.8530 3.3088 4.2382  0.20
C: 0.4377 -0.8917 -4.6817  -0.63
C: -0.5942 0.2545 -4.7272  -0.08
O: -1.6065 0.0084 -3.7718  -0.49
C: -2.6960 -0.7105 -4.1190  0.70
O: -2.8925 -1.1714 -5.1990  -0.53
C: -3.6820 -0.7903 -2.9170  0.91
F: -3.4987 -1.9364 -2.2242  -0.31
F: -3.3706 0.1910 -1.9742  -0.34
F: -4.9231 -0.6456 -3.2779  -0.28
H: 1.2762 -0.7149 -5.3391  0.22
H: -0.0723 -1.8028 -4.8947  0.22
H: 0.8640 -0.8804 -3.6645  0.21
H: -1.1135 0.2474 -5.7029  0.20
H: -0.0783 1.1809 -4.4506  0.20
C: -0.4959 2.4315 -1.8406  -0.64
C: -0.6201 2.5735 -0.3733  -0.07
O: -0.8525 1.1918 0.1700  -0.52
C: -2.0201 0.9358 0.8002  0.71
O: -2.8428 1.7181 1.0931  -0.53
C: -2.0135 -0.5386 1.2601  0.90
F: -1.2758 -0.5503 2.3635  -0.31
F: -3.2303 -1.0319 1.5457  -0.30
F: -1.4325 -1.3495 0.3525  -0.32
H: -1.4395 2.0862 -2.2034  0.23
H: 0.3139 1.7205 -2.0028  0.21
H: -0.1480 3.3381 -2.3108  0.22
H: -1.4391 3.2755 -0.0659  0.21
H: 0.2630 2.9203 0.1182  0.20
Cl: 4.7430 -5.7957 -0.4443  -0.01
C: 4.0300 -5.3322 1.0804  -0.38
Cl: 4.8922 -6.1945 2.4325  -0.07
H: 4.2685 -4.2985 1.2672  0.22
H: 2.9524 -5.6027 1.0991  0.23
Cl: 2.8265 -1.2566 -1.5085  -0.03
C: 1.3363 -1.7211 -0.7125  -0.36
Cl: 0.9515 -3.4517 -1.0667  -0.05
H: 1.5337 -1.6394 0.3088  0.22
H: 0.5610 -1.0883 -1.0401  0.22